Entry 1:
91
Properties=species:S:1:pos:R:3:lowdin_charge:R:1 method="wB97M-V/def2-TZVPD" e_tot_ev=-162734.535 homo_lumo_gap_ev=5.1 fmax_ev_per_a=11.5 multiplicity=1 charge=-1
C 3.130 0.782 1.786 -0.16
C 1.504 0.910 1.589 -0.25
C 0.852 2.263 2.314 -0.31
O -0.602 2.156 2.514 -0.51
As -1.561 2.596 0.994 0.53
N -2.571 3.801 2.056 -0.17
C -1.630 4.706 2.560 -0.24
O -0.888 5.744 3.025 -0.11
Si -2.968 0.815 1.481 0.40
C -4.222 0.418 0.054 -0.27
C -1.780 -0.723 1.766 -0.27
C -3.819 1.160 3.187 -0.29
H 3.428 -0.366 1.653 0.07
H 3.742 1.372 0.979 0.07
H 3.413 1.079 2.892 0.07
H 1.313 1.039 0.430 0.09
H 1.002 -0.073 2.030 0.10
H 1.201 3.206 1.709 0.10
H 1.331 2.319 3.405 0.12
H -0.752 1.652 0.070 -0.07
H -2.445 2.988 -0.229 -0.08
H -0.610 3.798 0.650 -0.03
H -5.230 0.000 0.521 0.04
H -3.749 -0.424 -0.640 0.04
H -4.372 1.417 -0.540 0.02
H -1.270 -0.690 2.834 0.05
H -0.886 -0.581 0.988 0.02
H -2.305 -1.747 1.543 0.02
H -4.491 2.120 3.203 0.03
H -4.500 0.232 3.461 0.02
H -2.966 1.179 4.013 0.05
O -5.363 9.832 5.412 -0.29
S -4.051 10.416 5.247 0.62
O -3.740 11.310 4.153 -0.30
O -2.932 9.230 5.291 -0.27
C -3.037 8.161 4.356 -0.27
C -2.651 8.605 2.955 -0.08
C -3.593 11.227 6.759 -0.13
H -4.045 7.734 4.374 0.12
H -2.347 7.377 4.683 0.12
H -3.353 9.350 2.570 0.06
H -2.652 7.758 2.265 0.07
H -1.659 9.066 2.958 0.09
H -3.784 10.556 7.597 0.07
H -4.204 12.127 6.852 0.07
H -2.537 11.501 6.708 0.07
O -1.659 -3.291 -0.140 -0.29
S -0.302 -3.765 -0.290 0.61
O 0.810 -2.861 -0.495 -0.29
O -0.265 -4.914 -1.448 -0.27
C -0.741 -4.583 -2.748 -0.27
C 0.229 -3.675 -3.485 -0.08
C 0.095 -4.810 1.090 -0.12
H -1.738 -4.135 -2.689 0.12
H -0.840 -5.521 -3.303 0.10
H 0.312 -2.703 -2.990 0.07
H -0.105 -3.500 -4.510 0.07
H 1.230 -4.116 -3.502 0.08
H -0.714 -5.526 1.240 0.07
H 0.199 -4.173 1.970 0.08
H 1.038 -5.320 0.888 0.07
O 6.222 -0.234 0.596 -0.28
S 6.560 -1.577 0.181 0.62
O 6.049 -2.745 0.866 -0.29
O 8.182 -1.705 0.063 -0.27
C 8.972 -1.408 1.210 -0.28
C 8.866 -2.501 2.260 -0.08
C 6.185 -1.753 -1.546 -0.12
H 8.696 -0.433 1.623 0.12
H 10.012 -1.336 0.876 0.12
H 7.851 -2.566 2.661 0.07
H 9.543 -2.305 3.095 0.08
H 9.105 -3.476 1.825 0.08
H 6.595 -0.901 -2.089 0.07
H 5.099 -1.776 -1.649 0.08
H 6.612 -2.691 -1.907 0.07
O -3.122 -7.596 -6.083 -0.28
S -1.830 -7.111 -6.514 0.63
O -1.166 -6.004 -5.858 -0.29
O -1.881 -6.817 -8.118 -0.27
C -2.858 -5.906 -8.611 -0.27
C -2.509 -4.469 -8.262 -0.08
C -0.695 -8.475 -6.561 -0.12
H -3.853 -6.174 -8.242 0.12
H -2.876 -6.013 -9.701 0.12
H -2.535 -4.308 -7.181 0.07
H -3.217 -3.775 -8.720 0.08
H -1.497 -4.226 -8.601 0.09
H -1.161 -9.310 -7.085 0.07
H -0.472 -8.758 -5.530 0.08
H 0.220 -8.157 -7.064 0.07

=====

Entry 2:
90
Properties=species:S:1:pos:R:3:lowdin_charge:R:1 method="wB97M-V/def2-TZVPD" e_tot_ev=-131760.267 homo_lumo_gap_ev="5.1 / 5.5" fmax_ev_per_a=8.8 multiplicity=2 charge=+2
C -4.011 3.837 1.513 -0.02
C -4.372 3.117 0.167 -0.22
C -5.009 4.017 -0.984 -0.14
O -5.364 3.341 -2.230 -0.22
C -6.562 2.532 -2.195 -0.06
N -3.032 2.567 -0.327 0.18
H -2.442 3.250 -0.781 0.12
H -2.430 2.276 0.430 0.05
H -2.973 1.916 -1.097 0.13
H -4.940 4.276 1.875 0.10
H -3.222 4.589 1.512 0.08
H -3.782 3.154 2.331 0.05
H -5.014 2.256 0.353 0.15
H -4.389 4.856 -1.299 0.13
H -5.914 4.459 -0.568 0.13
H -6.869 2.350 -3.225 0.10
H -7.339 2.930 -1.543 0.10
H -6.240 1.569 -1.799 0.08
C 1.342 4.100 2.661 0.00
C 0.576 5.034 1.715 -0.32
C 1.547 6.012 1.082 -0.14
O 1.018 6.952 0.105 -0.12
C 0.827 6.445 -1.149 -0.15
N -0.194 4.169 0.783 0.21
H -0.899 4.592 0.196 0.14
H 0.399 3.833 0.037 0.12
H -0.443 3.265 1.158 0.06
H 0.676 3.341 3.071 0.08
H 1.889 4.614 3.452 0.11
H 1.959 3.439 2.052 0.09
H -0.108 5.778 2.124 0.16
H 2.208 5.339 0.535 0.13
H 2.039 6.309 2.008 0.15
H 1.367 7.110 -1.822 0.11
H -0.131 6.735 -1.581 0.09
H 0.903 5.364 -1.269 0.07
Y 1.675 -0.218 -1.083 1.55
Y -0.522 1.482 -3.306 1.87
P -0.238 0.837 0.412 0.14
O 1.291 1.244 0.433 -0.44
O 0.129 -0.716 0.430 -0.42
O -0.586 1.134 -1.082 -0.50
O -1.103 1.571 1.456 -0.35
P 1.948 0.251 -3.636 0.06
O 1.643 1.384 -2.643 -0.53
O 0.679 -0.394 -3.070 -0.49
O 3.128 -0.263 -2.746 -0.34
O 1.611 1.131 -4.749 -0.28
C 4.328 -4.935 -2.436 -0.01
C 2.798 -4.861 -2.496 -0.45
C 2.284 -6.379 -2.697 -0.10
C 2.076 -7.249 -1.391 -0.18
C 1.219 -6.386 -0.535 -0.17
C 1.776 -4.972 -0.142 -0.46
N 2.116 -4.225 -1.354 0.02
O 2.536 -2.844 -1.055 -0.16
C 0.732 -4.280 0.754 -0.03
C 3.062 -5.296 0.698 0.00
C 2.294 -4.155 -3.818 -0.02
H 4.730 -5.120 -3.432 0.10
H 4.686 -5.675 -1.721 0.09
H 4.697 -3.946 -2.162 0.09
H 1.436 -6.543 -3.361 0.11
H 3.082 -6.960 -3.160 0.11
H 3.029 -7.566 -0.967 0.10
H 1.488 -8.136 -1.626 0.12
H 0.831 -6.886 0.353 0.13
H 0.305 -6.337 -1.128 0.12
H -0.206 -4.206 0.205 0.09
H 0.560 -4.892 1.640 0.09
H 1.000 -3.281 1.098 0.05
H 2.775 -5.703 1.668 0.10
H 3.536 -6.194 0.300 0.06
H 3.831 -4.526 0.768 0.09
H 1.216 -4.000 -3.779 0.09
H 2.665 -4.735 -4.663 0.09
H 2.864 -3.226 -3.847 0.07
Cl 1.984 -2.534 4.395 0.57
C 0.885 -1.326 3.729 -0.69
C 1.421 0.089 3.724 -0.65
Cl 1.979 0.678 5.356 0.54
H 0.055 -1.236 4.430 0.06
H 0.498 -1.715 2.788 0.04
H 0.598 0.730 3.407 0.03
H 2.171 0.100 2.933 0.07
C -3.574 0.345 3.831 -1.57
Cl -5.198 1.064 3.820 0.53
Cl -3.672 -1.312 4.213 0.60
Cl -2.537 1.138 5.092 0.50
H -3.084 0.329 2.858 -0.01

=====

Entry 3:
21
Properties=species:S:1:pos:R:3:lowdin_charge:R:1 method="wB97M-V/def2-TZVPD" e_tot_ev=-7482.460 homo_lumo_gap_ev=8.6 fmax_ev_per_a=0.7 multiplicity=1 e_above_lowest_kcal_mol=88.42
C -0.553 1.615 1.577 -0.07
C -0.896 0.398 0.722 -0.39
C -0.775 0.632 -0.794 -0.26
C -0.861 -0.722 -1.434 -0.03
C 0.212 -0.943 -2.432 -0.16
C -0.038 -0.862 0.944 -0.24
C 1.476 -0.656 0.912 -0.09
H 0.461 1.982 1.373 0.07
H -1.248 2.440 1.380 0.08
H -0.614 1.376 2.646 0.08
H -1.931 0.097 0.925 0.14
H -1.616 1.212 -1.197 0.13
H 0.151 1.191 -1.022 0.10
H -0.408 -1.520 0.116 0.07
H 1.082 -0.271 -2.413 0.07
H 0.546 -1.982 -2.483 0.08
H -0.302 -0.762 -3.392 0.10
H -0.323 -1.408 1.848 0.12
H 1.831 -0.081 1.776 0.07
H 1.809 -0.118 0.016 0.07
H 1.998 -1.618 0.931 0.07

=====

Entry 4:
108
Properties=species:S:1:pos:R:3:lowdin_charge:R:1 method="wB97M-V/def2-TZVPD" e_tot_ev=-192125.906 homo_lumo_gap_ev="5.6 / 5.6" fmax_ev_per_a=1.8 multiplicity=1 e_above_lowest_kcal_mol=32.93 charge=+1
Pd -2.056 -0.840 0.898 0.42
F 5.092 2.758 0.529 0.05
C 4.856 1.421 0.461 -0.19
C 3.551 1.019 0.371 0.09
C 3.206 -0.327 0.366 -0.04
C 1.784 -0.728 0.374 -0.32
O 0.896 0.057 0.077 0.06
C 1.589 -2.118 0.759 -0.02
C 2.631 -2.974 0.743 0.04
N 3.926 -2.609 0.482 -0.01
C 4.934 -3.633 0.415 -0.27
C 5.688 -3.829 -0.869 -0.10
C 4.655 -4.827 -0.444 -0.08
C 4.242 -1.274 0.429 -0.13
C 5.572 -0.843 0.446 0.06
C 5.911 0.504 0.491 -0.14
N 7.284 0.866 0.503 -0.11
C 8.206 0.146 1.364 -0.12
C 9.496 -0.100 0.555 -0.07
N 9.547 0.947 -0.512 0.05
C 9.206 2.278 0.072 -0.08
C 7.693 2.261 0.378 -0.13
C 0.242 -2.650 1.244 -0.66
O -0.008 -3.828 0.970 -0.06
O -0.460 -1.886 2.000 -0.16
H 2.766 1.756 0.347 0.13
H 2.468 -4.022 0.951 0.15
H 5.468 -3.791 1.347 0.15
H 6.731 -4.111 -0.811 0.10
H 5.447 -3.178 -1.699 0.11
H 4.975 -5.794 -0.085 0.11
H 3.721 -4.845 -0.987 0.11
H 6.354 -1.589 0.442 0.10
H 7.779 -0.798 1.686 0.12
H 8.429 0.724 2.270 0.14
H 9.496 -1.078 0.078 0.14
H 10.383 -0.011 1.180 0.14
H 8.803 0.726 -1.180 0.19
H 10.446 0.951 -0.991 0.19
H 9.449 3.072 -0.630 0.14
H 9.807 2.414 0.969 0.14
H 7.147 2.717 -0.443 0.13
H 7.499 2.849 1.281 0.14
C -3.036 -1.281 3.557 -0.11
C -3.796 -0.199 3.453 -0.10
As -3.822 0.370 -0.225 1.29
C -3.067 1.407 -1.704 -0.37
C -3.558 2.646 -2.093 -0.09
C -2.816 3.445 -2.951 -0.08
C -1.591 2.999 -3.424 -0.09
C -1.126 1.737 -3.077 -0.07
C -1.863 0.939 -2.217 -0.12
C -5.296 1.526 0.368 -0.38
C -5.270 2.381 1.460 -0.11
C -6.393 3.130 1.782 -0.07
C -7.547 3.029 1.020 -0.08
C -7.585 2.161 -0.063 -0.08
C -6.467 1.407 -0.381 -0.13
As -2.819 -3.145 0.489 1.33
C -4.781 -3.431 0.522 -0.45
C -5.158 -4.773 0.480 -0.13
C -6.495 -5.139 0.488 -0.08
C -7.479 -4.163 0.540 -0.09
C -7.119 -2.826 0.609 -0.08
C -5.778 -2.465 0.614 -0.15
C -2.631 -2.828 -1.435 -0.45
C -1.394 -3.110 -2.021 -0.12
C -1.190 -2.918 -3.380 -0.09
C -2.214 -2.429 -4.176 -0.09
C -3.448 -2.144 -3.606 -0.08
C -3.657 -2.347 -2.253 -0.16
H -3.412 -2.262 3.288 0.04
H -2.051 -1.239 4.000 0.05
H -3.453 0.765 3.807 0.05
H -4.807 -0.243 3.061 0.05
H -4.507 3.000 -1.707 0.10
H -3.178 4.426 -3.230 0.10
H -0.990 3.644 -4.053 0.10
H -0.179 1.386 -3.467 0.10
H -1.488 -0.035 -1.918 0.08
H -4.371 2.468 2.056 0.08
H -6.366 3.794 2.637 0.11
H -8.419 3.617 1.272 0.11
H -8.488 2.068 -0.652 0.11
H -6.485 0.720 -1.222 0.10
H -4.382 -5.532 0.442 0.09
H -6.768 -6.185 0.456 0.10
H -8.524 -4.443 0.541 0.10
H -7.882 -2.060 0.664 0.10
H -5.520 -1.417 0.697 0.02
H -0.602 -3.515 -1.400 0.08
H -0.235 -3.170 -3.824 0.10
H -2.065 -2.289 -5.239 0.10
H -4.258 -1.781 -4.226 0.11
H -4.640 -2.164 -1.837 0.08
C -2.444 1.233 0.916 -0.32
C -2.007 2.366 1.020 -0.04
C -1.498 3.691 1.005 -0.22
C -0.188 3.900 0.568 -0.02
C 0.336 5.176 0.497 -0.08
C -0.458 6.267 0.828 -0.08
C -1.776 6.071 1.216 -0.07
C -2.299 4.793 1.315 -0.02
H 0.379 3.031 0.277 0.10
H 1.361 5.320 0.180 0.10
H -0.054 7.269 0.775 0.10
H -2.403 6.923 1.444 0.11
H -3.331 4.644 1.606 0.10